# 1
Density functional theory data (the ωB97M-V functional and the def2-TZVPD basis) for C17H34O7 as an isolated structure in a non-equilibrium geometry.

Summary:
- molecular weight (g/mol) = 350.45
- energy above the lowest of the compared OMol25 structures with the same formula, charge and spin (eV) = 0.581
- highest occupied orbital energy (eV) = -9.7
- spin multiplicity = 1
- orbital gap (eV) = 9.88
- energy (eV) = -32505.7731

Last column: Mulliken charge in e.
Positions of all 58 atoms, in Å:
1 O -1.927 0.734 4.717  -0.59
2 C -1.347 0.092 3.852  0.64
3 O 0.000 0.265 3.561  -0.14
4 C 0.734 1.371 4.069  -0.03
5 C 2.094 1.318 3.505  -1.34
6 C -2.074 -0.869 2.985  -0.79
7 H 0.815 1.634 5.290  0.23
8 H 0.085 2.261 3.870  0.27
9 H 2.675 0.364 3.886  0.27
10 H 2.631 2.138 3.846  0.48
11 H 2.232 1.222 2.484  0.29
12 H -1.479 -1.822 3.111  0.35
13 H -1.907 -0.613 1.943  0.08
14 H -3.117 -1.002 3.251  0.26
15 O -2.461 1.012 -0.037  -0.56
16 C -2.325 1.996 0.715  0.85
17 O -1.288 2.824 0.792  -0.31
18 C -0.119 2.631 0.028  1.02
19 C 0.950 3.660 0.347  -1.43
20 C -3.499 2.431 1.529  -1.05
21 H -0.413 2.717 -1.151  -0.12
22 H 0.285 1.661 0.158  -0.28
23 H 1.896 3.766 -0.099  0.46
24 H 1.307 3.441 1.346  0.26
25 H 0.675 4.752 0.235  0.32
26 H -3.391 2.010 2.605  0.18
27 H -4.485 2.013 1.208  0.33
28 H -3.807 3.488 1.334  0.35
29 C -1.025 3.279 -5.407  -0.93
30 C -2.198 2.329 -5.078  0.57
31 O -3.414 2.528 -5.557  -0.59
32 C -2.039 1.445 -3.896  -0.59
33 H -0.832 3.923 -4.523  0.25
34 H -1.352 4.051 -6.191  0.28
35 H -0.225 2.565 -5.603  0.33
36 H -2.524 1.546 -2.961  0.31
37 H -0.987 1.152 -3.668  0.01
38 H -2.442 0.488 -4.215  0.36
39 C 2.914 -4.739 -0.358  -0.63
40 C 1.755 -5.614 -0.773  0.76
41 O 0.579 -5.493 -0.098  -0.57
42 C 1.860 -6.697 -1.733  -0.96
43 H 3.095 -4.581 0.778  0.23
44 H 2.826 -3.606 -0.668  0.06
45 H 4.026 -5.002 -0.740  0.29
46 H 2.971 -7.486 -1.770  0.26
47 H 1.942 -6.257 -2.692  0.29
48 H 0.985 -7.532 -1.595  0.28
49 C 0.474 -0.910 -1.403  -1.26
50 C 1.682 -0.868 -0.434  1.15
51 O 2.779 -0.533 -0.962  -0.65
52 C 1.505 -1.603 0.968  -1.46
53 H 0.468 -1.659 -2.060  0.59
54 H 0.414 -0.166 -2.168  0.29
55 H -0.513 -0.898 -0.857  0.21
56 H 0.648 -2.102 1.318  0.56
57 H 1.534 -0.976 1.694  0.16
58 H 2.349 -2.104 1.251  0.42


# 2
Density functional theory data (the ωB97M-V functional and the def2-TZVPD basis) for an isolated ion of composition C5H11NO and charge -1 in a non-equilibrium geometry.

Summary:
- molecular weight (g/mol) = 101.15
- energy above the lowest of the compared OMol25 structures with the same formula, charge and spin (eV) = 2.921
- highest occupied orbital energy (alpha / beta) (eV) = 1.0 / -3.4
- spin multiplicity = 2
- orbital gap (alpha / beta) (eV) = 3.24 / 7.53
- total charge = -1
- energy (eV) = -8897.2413

Last column: Mulliken charge in e.
Positions of all 18 atoms, in Å:
1 C -0.737 2.379 -0.799  -1.02
2 N 0.146 1.454 -0.159  -0.29
3 C 1.078 -2.256 0.355  -1.22
4 C 0.954 -0.734 0.494  -0.68
5 C -0.240 0.055 -0.185  0.21
6 C -1.517 -0.280 0.747  -0.56
7 O -2.633 -0.109 0.511  -0.53
8 H -1.349 2.891 -0.004  0.21
9 H -1.265 1.806 -1.670  0.31
10 H -0.102 3.157 -1.272  0.44
11 H 1.118 1.463 -0.659  0.28
12 H 0.634 -2.736 -0.660  0.24
13 H 0.570 -2.810 1.103  0.35
14 H 2.157 -2.596 -0.052  0.32
15 H 1.921 -0.212 0.225  0.33
16 H 0.724 -0.493 1.638  0.21
17 H -0.353 -0.282 -1.309  0.21
18 H -1.106 -0.696 1.696  0.18


# 3
Density functional theory data (the ωB97M-V functional and the def2-TZVPD basis) for C43H48N4O6P2Se2Ti as an isolated structure.

Summary:
- molecular weight (g/mol) = 984.61
- energy above the lowest of the compared OMol25 structures with the same formula, charge and spin (eV) = 0.023
- highest occupied orbital energy (eV) = -12.0
- spin multiplicity = 1
- orbital gap (eV) = 5.11
- total charge = +2
- energy (eV) = -235986.4462

Last column: Mulliken charge in e.
Positions of all 106 atoms, in Å:
1 Ti -0.286 -2.016 0.593  -1.16
2 C 1.569 -4.017 2.627  -1.11
3 C 2.208 -3.827 1.260  -0.43
4 O 1.161 -3.719 0.284  0.32
5 C 0.534 -4.956 -0.111  -0.25
6 C -0.864 -5.046 0.466  -0.73
7 O -1.463 -3.766 0.218  -0.14
8 C -2.858 -3.588 0.555  -0.76
9 C -2.932 -3.207 2.012  -0.73
10 O -1.903 -2.215 2.206  0.11
11 C -1.437 -2.134 3.564  -0.31
12 C -0.400 -3.221 3.777  -0.90
13 O 0.360 -3.263 2.567  0.51
14 H 1.331 -5.065 2.839  0.39
15 H 2.221 -3.640 3.418  0.44
16 H 2.756 -2.888 1.200  0.24
17 H 2.883 -4.641 0.997  0.46
18 H 1.139 -5.800 0.222  0.62
19 H 0.500 -4.952 -1.199  -0.26
20 H -1.437 -5.812 -0.060  0.61
21 H -0.865 -5.261 1.537  0.15
22 H -3.195 -2.763 -0.072  0.35
23 H -3.418 -4.488 0.304  0.56
24 H -3.902 -2.771 2.253  0.50
25 H -2.746 -4.059 2.669  0.39
26 H -0.993 -1.148 3.669  -0.08
27 H -2.277 -2.232 4.252  0.51
28 H 0.240 -2.979 4.628  0.48
29 H -0.848 -4.205 3.948  0.36
30 Se -4.383 3.278 2.063  -0.29
31 P -2.950 3.349 0.547  0.44
32 C -1.564 4.479 0.860  0.52
33 C -0.660 4.775 -0.159  -0.29
34 C 0.361 5.687 0.061  -0.64
35 C 0.454 6.338 1.283  -0.77
36 C -0.470 6.075 2.286  -0.63
37 C -1.474 5.142 2.080  -0.46
38 C -3.494 3.809 -1.112  0.58
39 C -3.238 3.065 -2.259  -0.03
40 C -3.657 3.538 -3.495  -0.80
41 C -4.328 4.748 -3.588  -0.51
42 C -4.588 5.490 -2.443  -0.72
43 C -4.174 5.023 -1.208  -0.43
44 C -2.237 1.687 0.350  1.23
45 C -1.052 1.071 0.718  -2.51
46 N -1.230 -0.242 0.437  2.85
47 N -2.420 -0.423 -0.109  -0.16
48 N -3.053 0.708 -0.142  -1.21
49 P 0.542 1.449 1.399  0.53
50 Se 1.279 -0.531 2.058  -0.01
51 C 0.390 2.461 2.856  1.20
52 C 1.413 3.311 3.266  -0.49
53 C 1.292 3.983 4.473  -0.92
54 C 0.156 3.819 5.251  -0.65
55 C -0.876 2.990 4.826  -1.10
56 C -0.760 2.301 3.633  -0.21
57 C 1.631 2.072 0.119  1.44
58 C 2.982 2.293 0.391  -0.81
59 C 3.827 2.710 -0.623  -0.95
60 C 3.336 2.880 -1.913  -0.78
61 C 2.002 2.626 -2.191  -1.29
62 C 1.146 2.221 -1.179  -0.06
63 H -0.771 4.321 -1.136  0.54
64 H 1.060 5.916 -0.733  0.48
65 H 1.230 7.075 1.444  0.46
66 H -0.417 6.609 3.226  0.50
67 H -2.217 4.945 2.843  0.32
68 H -2.734 2.110 -2.202  0.34
69 H -3.467 2.954 -4.385  0.43
70 H -4.658 5.111 -4.552  0.40
71 H -5.118 6.430 -2.512  0.42
72 H -4.389 5.596 -0.313  0.40
73 H 2.285 3.474 2.648  0.34
74 H 2.082 4.646 4.797  0.50
75 H 0.065 4.352 6.188  0.45
76 H -1.778 2.894 5.416  0.48
77 H -1.579 1.679 3.289  0.49
78 H 3.387 2.124 1.381  0.50
79 H 4.871 2.894 -0.410  0.48
80 H 4.002 3.203 -2.703  0.50
81 H 1.622 2.745 -3.197  0.57
82 H 0.105 2.028 -1.404  0.65
83 C 1.484 -5.375 -3.965  -1.01
84 N 1.285 -4.061 -4.551  -0.07
85 C 0.285 -4.117 -5.606  -0.93
86 C 0.922 -3.090 -3.539  -0.55
87 C 2.119 -2.604 -2.729  0.35
88 C 3.406 -2.867 -3.212  -0.94
89 C 4.550 -2.373 -2.613  -1.08
90 C 4.454 -1.556 -1.498  -1.23
91 C 3.204 -1.263 -0.985  -0.03
92 C 2.081 -1.805 -1.592  1.07
93 H 1.869 -6.065 -4.713  0.43
94 H 0.541 -5.793 -3.568  0.30
95 H 2.213 -5.321 -3.153  0.28
96 H 0.585 -4.852 -6.350  0.33
97 H 0.207 -3.148 -6.096  0.36
98 H -0.709 -4.401 -5.224  0.32
99 H 0.134 -3.490 -2.889  0.18
100 H 0.486 -2.219 -4.036  0.60
101 H 3.476 -3.462 -4.112  0.58
102 H 5.517 -2.607 -3.037  0.46
103 H 5.339 -1.139 -1.036  0.52
104 H 3.079 -0.603 -0.137  0.49
105 O 0.884 -1.314 -0.971  0.06
106 O -0.273 -2.075 -1.231  0.03


# 4
Density functional theory data (the ωB97M-V functional and the def2-TZVPD basis) for a 13-piece molecular cluster, C18H62O13 overall in a non-equilibrium geometry.

Summary:
- molecular weight (g/mol) = 486.68
- energy above the lowest of the compared OMol25 structures with the same formula, charge and spin (eV) = 8.437
- highest occupied orbital energy (eV) = -10.1
- spin multiplicity = 1
- orbital gap (eV) = 10.14
- energy (eV) = -46281.4498

Last column: Mulliken charge in e.
Positions of all 93 atoms, in Å:
1 C -15.570 -32.112 -20.871  -0.82
2 C -14.369 -31.606 -20.162  -0.33
3 O -14.643 -30.944 -18.921  -0.52
4 H -16.218 -31.264 -21.094  0.31
5 H -16.019 -32.918 -20.290  0.24
6 H -15.209 -32.632 -21.758  0.27
7 H -13.761 -30.917 -20.748  0.29
8 H -13.720 -32.439 -19.892  0.27
9 H -15.039 -30.099 -19.144  0.29
10 C -12.390 -24.533 -30.609  -1.06
11 C -12.124 -25.454 -31.787  -0.15
12 O -12.882 -26.605 -31.647  -0.51
13 H -13.394 -24.122 -30.504  0.30
14 H -11.757 -23.645 -30.626  0.34
15 H -12.132 -25.062 -29.691  0.26
16 H -11.075 -25.750 -31.748  0.24
17 H -12.266 -25.008 -32.771  0.28
18 H -12.476 -27.244 -32.236  0.30
19 C -2.054 -27.630 -30.709  -0.97
20 C -1.515 -27.257 -29.284  -0.25
21 O -2.368 -27.751 -28.298  -0.51
22 H -1.437 -27.137 -31.460  0.33
23 H -3.102 -27.364 -30.842  0.28
24 H -1.924 -28.700 -30.870  0.27
25 H -1.493 -26.176 -29.146  0.26
26 H -0.474 -27.491 -29.059  0.30
27 H -2.175 -27.286 -27.481  0.30
28 C -8.014 -29.658 -24.232  -0.90
29 C -8.221 -29.224 -25.726  -0.20
30 O -7.249 -29.895 -26.458  -0.53
31 H -7.750 -30.715 -24.235  0.27
32 H -8.884 -29.570 -23.581  0.32
33 H -7.186 -29.094 -23.803  0.28
34 H -8.232 -28.152 -25.923  0.26
35 H -9.122 -29.674 -26.144  0.21
36 H -6.364 -29.534 -26.360  0.30
37 C -7.911 -29.912 -16.255  -1.02
38 C -8.592 -28.632 -15.761  -0.23
39 O -7.708 -27.646 -16.085  -0.49
40 H -8.516 -30.763 -15.943  0.33
41 H -6.893 -30.101 -15.915  0.30
42 H -7.942 -29.836 -17.342  0.25
43 H -8.902 -28.481 -14.727  0.33
44 H -9.545 -28.572 -16.287  0.24
45 H -8.204 -26.863 -15.835  0.30
46 C -6.705 -23.221 -29.015  -0.45
47 O -6.735 -21.928 -29.567  -0.51
48 H -5.663 -23.383 -28.739  0.23
49 H -7.248 -23.238 -28.070  0.22
50 H -7.051 -24.002 -29.692  0.21
51 H -6.581 -21.244 -28.911  0.30
52 C -5.520 -22.889 -20.723  -0.50
53 O -5.891 -23.779 -21.776  -0.49
54 H -5.904 -21.888 -20.918  0.24
55 H -5.880 -23.246 -19.758  0.23
56 H -4.439 -22.823 -20.600  0.22
57 H -6.851 -23.792 -21.779  0.30
58 C -11.932 -35.077 -24.850  -0.53
59 O -12.698 -36.257 -24.494  -0.50
60 H -11.383 -34.680 -23.996  0.24
61 H -11.181 -35.300 -25.608  0.26
62 H -12.506 -34.209 -25.175  0.24
63 H -12.142 -36.880 -24.021  0.30
64 C -5.615 -35.810 -28.423  -0.48
65 O -5.215 -37.054 -29.024  -0.50
66 H -5.175 -35.727 -27.429  0.21
67 H -5.404 -34.918 -29.012  0.24
68 H -6.697 -35.829 -28.286  0.23
69 H -5.726 -37.128 -29.834  0.29
70 C -9.331 -31.513 -32.575  -0.46
71 O -10.106 -31.315 -33.699  -0.51
72 H -8.748 -30.644 -32.272  0.21
73 H -9.949 -31.788 -31.720  0.20
74 H -8.710 -32.374 -32.819  0.25
75 H -9.655 -31.553 -34.513  0.32
76 C -5.412 -34.939 -21.281  -0.50
77 O -4.756 -35.539 -20.151  -0.51
78 H -6.110 -35.671 -21.687  0.29
79 H -5.944 -34.051 -20.938  0.19
80 H -4.714 -34.591 -22.042  0.23
81 H -4.457 -36.425 -20.369  0.30
82 C -14.459 -28.747 -27.185  -0.49
83 O -15.387 -27.905 -27.884  -0.50
84 H -13.627 -28.148 -26.817  0.22
85 H -14.946 -29.277 -26.366  0.23
86 H -14.067 -29.503 -27.866  0.24
87 H -14.920 -27.653 -28.684  0.30
88 C -3.021 -30.149 -19.713  -0.46
89 O -2.699 -31.184 -18.773  -0.50
90 H -2.759 -30.440 -20.730  0.23
91 H -4.087 -29.924 -19.676  0.22
92 H -2.465 -29.257 -19.424  0.22
93 H -3.067 -32.017 -19.077  0.29